Below is a 3-piece molecular cluster, C3H13NO2S overall, with properties calculated with ωB97M-V with the def2-TZVPD basis set.

Summary:
Lowest unoccupied orbital energy: 0.593 eV
F_max: 4.12 eV/Å
Energy: -725.45655 hartree
Molar mass: 127.2 g/mol
ΔE to the lowest compared entry with this formula, charge and spin: 170.2 kJ/mol

Geometry as XYZ:
```
20
Properties=species:S:1:pos:R:3:forces:R:3
C -0.89766 -0.51412 0.84193 -0.561 -4.075 -0.282
C 0.06271 -1.28911 -0.10767 2.319 0.101 -2.640
C -0.47333 -2.58610 -0.79287 0.975 1.511 1.223
S 0.76135 -3.67468 -1.56873 0.242 0.133 0.346
N 0.57285 -0.37021 -1.38815 1.767 -1.593 2.316
H -0.74533 -0.86905 1.90807 -0.219 0.574 -1.240
H -0.61167 0.46752 0.70619 -0.011 2.291 0.130
H -1.97412 -0.77363 0.52549 1.519 0.841 0.509
H 1.03420 -1.65997 0.29388 -0.785 0.745 0.739
H -1.20495 -2.24004 -1.48226 -0.700 -0.355 -0.898
H -0.88301 -3.12752 0.00777 -1.129 -0.982 0.775
H 1.42297 -4.05176 -0.42358 -0.521 0.334 -0.617
H 1.03773 -1.13593 -1.89592 -1.072 -0.244 -0.841
H 1.57041 -0.07875 -1.13130 -1.817 0.759 0.511
H 0.93013 2.98019 1.41687 -0.787 1.073 -1.430
H 0.93916 2.96976 2.92336 -0.455 0.623 0.834
O 1.26461 2.53253 2.15744 1.201 -1.680 0.579
H -0.20090 4.28536 -0.87986 0.770 -0.827 -0.682
H -1.73005 4.32313 -0.61632 1.382 0.615 0.088
O -0.87511 4.81240 -0.49432 -2.116 0.156 0.579
```
Forces are in eV/Å.

***

Below is a 7-piece molecular cluster, C16H47NO13 overall, with properties calculated with ωB97M-V with the def2-TZVPD basis set.

Summary:
Lowest unoccupied orbital energy: 0.217 eV
F_max: 3.64 eV/Å
Energy: -1670.43933 hartree
Molar mass: 461.5 g/mol
ΔE to the lowest compared entry with this formula, charge and spin: 326.3 kJ/mol

Geometry as XYZ:
```
77
Properties=species:S:1:pos:R:3:forces:R:3
C -4.26812 4.97929 0.30916 -0.284 2.504 2.625
C -3.97132 5.73717 -0.95256 -0.392 -0.040 -0.498
C -3.10389 7.03705 -0.86178 -0.491 -0.355 1.300
O -3.60144 8.00797 0.09336 -0.012 -1.753 -0.204
C -4.87554 8.50989 -0.26991 0.968 1.534 0.072
N -3.35463 4.73039 -1.74785 1.034 -0.901 -1.854
H -5.01685 5.62126 0.77324 -0.508 -0.285 0.565
H -3.44647 5.11624 1.01219 0.358 -0.527 -0.050
H -4.63920 3.95575 0.36183 0.225 0.106 -0.916
H -4.95221 5.96544 -1.36953 -0.126 0.612 -0.285
H -2.95085 7.53528 -1.81909 -0.460 -0.151 -0.426
H -2.10117 6.75749 -0.53851 -0.033 -0.036 0.317
H -5.67914 7.80420 -0.48046 0.283 -0.166 -0.075
H -4.63517 9.19540 -1.08256 -0.796 -0.141 -0.759
H -5.18263 9.19834 0.51739 -0.112 -0.347 0.315
H -4.10868 4.11131 -2.00911 0.125 -0.550 0.057
H -3.00911 5.03437 -2.64691 0.229 0.470 -0.181
C -2.25802 0.76214 7.38348 -0.015 0.340 -1.044
C -3.46608 1.28661 6.60292 0.348 2.115 0.651
O -4.64894 0.57508 6.69470 -0.718 -1.440 0.433
O -1.79704 -0.31881 6.64037 0.558 -1.926 -0.382
H -2.32355 0.46201 8.42929 -0.896 0.398 0.094
H -1.44407 1.48289 7.30526 -0.320 0.824 0.298
H -3.20747 1.44458 5.55590 0.617 -0.439 -0.161
H -3.68137 2.30000 6.94173 0.258 0.387 0.380
H -5.36678 1.11787 6.36050 0.069 -0.029 0.012
H -1.41751 -0.94663 7.25957 0.099 -0.225 -0.292
C 6.67531 3.87819 -1.13851 1.321 -1.237 0.172
C 6.41565 4.42473 0.28522 -1.185 0.272 -1.649
O 5.01500 4.81647 0.26687 1.006 0.159 0.765
O 5.99109 2.63047 -1.22376 -1.192 -0.329 0.509
H 7.70819 3.59022 -1.33432 0.544 0.656 0.395
H 6.37891 4.51518 -1.97187 -0.305 0.509 0.439
H 7.01228 5.30259 0.53321 -0.181 0.165 -0.351
H 6.64687 3.69338 1.05967 -0.213 -0.354 -0.174
H 4.50652 4.05781 -0.02891 -0.013 -0.243 -0.023
H 6.29994 2.05533 -1.92762 0.189 0.381 -0.077
C 1.14266 0.91046 1.34334 -0.896 -1.588 -0.756
C 1.59793 -0.52992 0.96322 -1.131 0.359 0.939
O 2.96350 -0.67383 0.80051 1.324 -0.032 0.038
O 1.13321 1.72745 0.18829 0.934 0.762 -0.084
H 1.76390 1.25674 2.16933 0.297 0.494 -0.416
H 0.11358 0.91758 1.70255 -0.029 -0.486 0.433
H 1.07491 -0.93624 0.09751 -0.312 0.416 -0.330
H 1.33193 -1.20395 1.77748 -0.048 0.016 0.251
H 3.34660 0.06676 0.32474 -0.168 0.150 -0.197
H 0.25339 1.73780 -0.19565 0.054 -0.063 0.112
C -4.50069 -2.14812 -1.50625 1.772 -1.222 -1.096
C -4.31896 -1.87910 -3.02597 -1.197 -0.192 0.445
O -5.16036 -0.78906 -3.38589 0.894 0.725 0.083
O -5.86204 -2.34877 -1.22567 -0.318 0.367 0.177
H -3.99163 -1.47062 -0.82071 -0.402 0.873 -0.361
H -3.91043 -3.04296 -1.30891 -0.286 -0.638 0.032
H -4.72522 -2.67283 -3.65291 0.132 -0.887 0.572
H -3.27438 -1.82682 -3.33292 0.054 0.833 0.242
H -5.79968 -0.81340 -2.67015 -0.551 0.257 -0.163
H -6.10185 -1.80596 -0.47106 -0.093 -0.113 0.077
C -0.10591 -7.58048 -2.74044 -0.109 -2.330 0.519
C 0.39194 -9.03229 -3.12666 -0.164 1.445 0.264
O 1.52715 -8.93376 -3.96725 -0.042 0.017 -0.555
O 0.69309 -6.94692 -1.75641 -0.141 -0.016 -0.877
H -1.09220 -7.76680 -2.31545 -0.067 0.310 0.224
H -0.25402 -6.98786 -3.64320 0.259 0.057 -0.104
H -0.45192 -9.51813 -3.61650 -0.062 -0.094 -0.279
H 0.70728 -9.65861 -2.29216 -0.490 0.354 0.609
H 1.59557 -9.79186 -4.39221 0.369 0.040 -0.191
H 1.44216 -6.64258 -2.27396 0.458 0.236 0.399
C 6.61388 -6.22386 -1.71303 0.503 -0.212 0.827
C 6.98534 -5.47560 -0.38828 -0.954 -0.405 -0.526
O 5.95541 -5.60795 0.56903 -0.586 0.281 0.220
O 5.50065 -5.67048 -2.39815 0.013 0.584 0.269
H 6.32892 -7.24902 -1.47651 0.429 -0.171 0.343
H 7.47794 -6.23231 -2.37743 0.261 -0.023 -0.009
H 7.18098 -4.42461 -0.60098 0.127 0.093 -0.098
H 7.81918 -5.89216 0.17677 0.513 -0.221 -0.926
H 5.34654 -4.87138 0.47765 -0.181 -0.080 -0.063
H 5.11919 -6.39578 -2.89818 -0.147 0.148 -0.045
```
Forces are in eV/Å.

***

Below is a 2-piece molecular cluster, C7H17N3O overall, with properties calculated with ωB97M-V with the def2-TZVPD basis set.

Summary:
Lowest unoccupied orbital energy: 0.741 eV
F_max: 2.10 eV/Å
Energy: -516.30407 hartree
Molar mass: 159.2 g/mol
ΔE to the lowest compared entry with this formula, charge and spin: 267.3 kJ/mol

Geometry as XYZ:
```
28
Properties=species:S:1:pos:R:3:forces:R:3
C 3.12642 -2.73622 1.25828 -0.083 0.046 0.619
C 0.84942 -2.21132 0.42961 -0.128 -0.473 -0.121
C -0.52300 -1.78120 0.94709 0.034 0.080 0.686
C -1.91208 1.85159 0.26997 -0.080 -0.126 0.930
C -0.87939 2.44756 -0.62718 -0.597 0.425 -0.124
C -0.52363 3.72097 -0.55359 -0.769 0.851 0.167
C -0.28984 1.54154 -1.60637 1.235 -1.182 -0.746
H 3.69435 -1.93123 0.78649 -0.013 0.061 -0.332
H 3.62751 -2.95266 2.20699 0.005 -0.036 -0.119
H 3.19218 -3.63698 0.65640 -0.136 -0.054 -0.177
H 1.76191 -1.53943 2.10844 -0.156 0.195 0.157
H 1.21728 -1.47939 -0.28891 0.087 0.366 -0.205
H 0.78744 -3.16783 -0.13498 -0.036 0.403 0.402
H -0.34156 -1.01818 1.73080 -0.129 0.035 -0.482
H -0.97887 -2.59658 1.51285 0.076 -0.300 -0.108
H -2.36336 -1.17125 0.26605 0.130 0.165 0.236
H -1.50464 -1.89137 -0.85631 0.297 0.066 0.105
H -1.39109 1.21304 1.01848 -0.599 0.112 -0.514
H -2.63705 1.26208 -0.30883 0.345 0.014 0.294
H -2.46632 2.62741 0.82368 0.298 -0.190 -0.238
H 0.10978 4.18361 -1.29388 0.466 0.019 0.212
H -1.03110 4.37560 0.16574 0.403 -0.208 -0.214
H 0.07719 0.60364 -1.17021 -0.078 0.197 -0.460
H -1.11247 3.33981 -2.59630 0.000 -0.137 -0.217
N 1.74117 -2.38993 1.56926 0.086 -0.331 -0.265
N -1.41179 -1.23487 -0.08101 0.001 -0.449 -0.406
N -0.11318 1.68147 -2.87442 -1.269 1.238 1.133
O -0.70530 2.89013 -3.35813 0.609 -0.787 -0.212
```
Forces are in eV/Å.

***

Below is an isolated ion of composition C5H15N2S and charge +1, with properties calculated with ωB97M-V with the def2-TZVPD basis set.

Summary:
Net charge: +1
Lowest unoccupied orbital energy: -3.144 eV
F_max: 5.90 eV/Å
Energy: -706.87848 hartree
Molar mass: 135.3 g/mol
ΔE to the lowest compared entry with this formula, charge and spin: 257.6 kJ/mol

Geometry as XYZ:
```
23
Properties=species:S:1:pos:R:3:forces:R:3
N -0.13487 0.43563 1.69386 -0.959 -1.395 0.732
C -0.54686 1.04567 0.33246 -1.724 -4.181 -0.697
C -0.11853 2.39389 0.10549 4.105 2.601 -3.347
S -0.72720 3.46031 1.34578 -0.925 1.089 1.216
C 0.17175 0.08416 -0.71511 0.855 -0.106 -0.360
N 0.11572 -1.35142 -0.34296 -0.475 -0.303 -1.771
C -1.20099 -1.98585 -0.89891 2.936 -1.214 0.917
C 1.35410 -2.08627 -0.77553 -1.559 -4.666 1.317
H -0.94792 0.56502 2.37007 1.530 -0.291 -0.872
H 0.11190 -0.66098 1.56211 -1.053 2.257 -0.555
H 0.69898 0.83060 2.12450 -0.021 0.502 -0.094
H -1.70836 0.98380 0.36721 1.956 -0.216 -0.354
H 1.06324 2.32741 -0.05506 -2.184 0.617 1.051
H -0.33176 2.88922 -0.95683 -0.279 -1.720 2.039
H 0.38312 4.00818 1.81474 0.461 0.064 0.003
H 1.30279 0.39449 -0.71759 -2.125 -0.418 -0.104
H -0.26032 0.21450 -1.74141 0.450 0.356 0.806
H -1.22851 -2.96785 -0.36572 -0.720 0.947 -0.336
H -1.27600 -2.20833 -1.97976 0.750 0.395 0.285
H -1.93534 -1.27105 -0.67458 -1.430 0.411 0.661
H 2.17157 -1.48419 -0.78478 2.221 2.114 -0.045
H 1.39373 -2.69497 -1.76079 -0.824 1.303 1.321
H 1.64977 -2.92195 0.05280 -0.985 1.854 -1.813
```
Forces are in eV/Å.